The following is a DFT calculation (ωB97M-V/def2-TZVPD) of 6 unconnected molecules or ions with the total composition C45H104BN5 in a non-equilibrium geometry.

Summary:
LUMO level ... -7.98 eV
Highest occupied orbital energy ... -18.077 eV
Total charge ... +4
Energy relative to the best compared isomer or geometry (same formula, charge and spin) ... 5.5751 eV

Each line ends with the Mulliken charge.
Element x y z (Å)
1 B 0.838 0.485 0.814  2.752
2 H 0.896 1.048 -0.105  -1.926
3 H 0.053 -0.254 0.775  -0.556
4 H 1.780 -0.008 1.000  -0.337
5 H 0.598 1.123 1.650  -0.237
6 C -0.964 -7.463 0.775  -1.389
7 C 0.491 -6.980 0.670  -0.312
8 C 0.681 -6.083 -0.579  -0.388
9 N 2.161 -5.628 -0.762  0.135
10 C 2.221 -4.732 -2.102  -1.156
11 C 1.366 -3.380 -1.978  -0.582
12 C 1.740 -2.560 -0.817  1.980
13 C 1.739 -3.381 0.469  -0.325
14 C 2.667 -4.608 0.328  -1.440
15 C 3.143 -6.764 -0.831  -0.996
16 H -1.665 -6.667 1.029  0.324
17 H -1.165 -8.231 1.522  0.401
18 H -1.309 -7.888 -0.168  0.346
19 H 1.203 -7.803 0.733  0.338
20 H 0.786 -6.390 1.538  0.252
21 H 0.104 -5.183 -0.368  0.044
22 H 0.304 -6.499 -1.514  0.556
23 H 1.783 -5.285 -2.933  0.470
24 H 3.260 -4.476 -2.308  0.358
25 H 0.309 -3.641 -1.937  0.160
26 H 1.531 -2.848 -2.915  0.563
27 H 0.990 -1.777 -0.716  -0.745
28 H 2.736 -2.143 -0.968  -0.765
29 H 0.707 -3.640 0.705  0.227
30 H 2.069 -2.803 1.332  0.439
31 H 2.684 -5.278 1.188  0.582
32 H 3.710 -4.412 0.081  0.493
33 H 4.119 -6.464 -1.213  0.375
34 H 2.741 -7.397 -1.621  0.414
35 H 3.156 -7.250 0.145  0.430
36 C -3.917 -3.219 6.037  -1.451
37 C -3.365 -2.096 5.250  -0.175
38 C -1.814 -2.192 4.923  -0.774
39 N -1.147 -0.861 4.322  0.310
40 C -0.902 0.285 5.351  -0.356
41 C -0.001 -0.113 6.488  -0.851
42 C 1.357 -0.510 5.978  -0.695
43 C 1.162 -1.628 4.949  -0.827
44 C 0.306 -1.200 3.792  -0.325
45 C -1.924 -0.256 3.180  -1.248
46 H -4.955 -3.033 6.314  0.370
47 H -3.232 -3.445 6.855  0.369
48 H -4.040 -4.205 5.589  0.361
49 H -3.624 -1.182 5.785  0.289
50 H -3.835 -1.986 4.273  0.231
51 H -1.465 -3.002 4.283  0.450
52 H -1.259 -2.460 5.822  0.484
53 H -1.883 0.544 5.749  0.545
54 H -0.430 1.032 4.713  0.278
55 H -0.480 -0.888 7.085  0.328
56 H 0.161 0.658 7.242  0.445
57 H 1.947 -0.885 6.814  0.443
58 H 1.924 0.274 5.476  0.249
59 H 0.791 -2.515 5.464  0.419
60 H 2.146 -1.895 4.566  0.459
61 H 0.107 -2.071 3.166  0.605
62 H 0.601 -0.323 3.216  -0.203
63 H -1.330 0.542 2.734  -0.105
64 H -2.850 0.150 3.588  0.684
65 H -2.233 -0.969 2.416  0.544
66 C -3.479 0.894 -5.629  -1.411
67 C -3.289 -0.133 -4.425  -0.107
68 C -3.607 0.517 -3.112  -0.764
69 N -3.364 -0.403 -1.904  0.533
70 C -4.366 -1.577 -1.807  -0.723
71 C -5.805 -1.064 -1.524  -0.828
72 C -5.725 -0.290 -0.228  -0.675
73 C -4.801 0.956 -0.266  -0.733
74 C -3.380 0.472 -0.645  -0.151
75 C -1.987 -1.114 -1.941  -1.612
76 H -2.847 1.780 -5.676  0.309
77 H -4.435 1.397 -5.478  0.415
78 H -3.582 0.348 -6.567  0.403
79 H -2.223 -0.357 -4.391  0.175
80 H -3.928 -1.015 -4.457  0.308
81 H -4.608 0.947 -3.133  0.699
82 H -2.878 1.327 -3.099  -0.016
83 H -4.185 -2.140 -2.723  0.627
84 H -3.960 -2.291 -1.091  0.400
85 H -6.269 -0.494 -2.329  0.284
86 H -6.501 -1.899 -1.600  0.494
87 H -6.747 -0.107 0.104  0.461
88 H -5.333 -0.902 0.583  0.200
89 H -5.186 1.750 -0.906  0.359
90 H -4.789 1.349 0.751  0.509
91 H -2.670 1.297 -0.720  -0.123
92 H -3.066 -0.218 0.138  0.301
93 H -1.861 -1.677 -1.016  0.621
94 H -1.158 -0.409 -2.000  0.254
95 H -1.926 -1.847 -2.746  0.641
96 C -0.158 7.403 -2.940  -1.466
97 C 0.339 6.337 -2.033  0.245
98 C -0.579 6.194 -0.780  -0.816
99 N -0.167 5.051 0.188  0.332
100 C -0.856 5.351 1.543  -1.069
101 C -0.438 4.400 2.644  -0.128
102 C 1.094 4.250 2.825  -1.136
103 C 1.855 4.182 1.521  0.863
104 C 1.350 5.163 0.452  -0.979
105 C -0.531 3.670 -0.384  -0.180
106 H -1.228 7.316 -3.131  0.356
107 H 0.376 7.181 -3.864  0.395
108 H 0.104 8.348 -2.464  0.372
109 H 1.391 6.519 -1.816  0.341
110 H 0.422 5.374 -2.536  -0.088
111 H -1.633 6.012 -0.994  0.481
112 H -0.534 7.102 -0.180  0.471
113 H -0.750 6.421 1.722  0.500
114 H -1.936 5.269 1.419  0.561
115 H -0.890 4.557 3.624  0.584
116 H -0.986 3.482 2.434  -0.073
117 H 1.503 5.163 3.257  0.438
118 H 1.281 3.402 3.484  0.323
119 H 2.928 4.323 1.643  0.682
120 H 1.825 3.171 1.115  -0.925
121 H 1.607 6.165 0.794  0.445
122 H 1.853 5.031 -0.506  0.479
123 H -1.515 3.713 -0.851  0.376
124 H -0.487 2.812 0.287  -0.314
125 H 0.161 3.465 -1.200  -0.061
126 C 0.026 2.303 -4.473  -1.026
127 C 1.494 1.796 -4.247  -0.359
128 C 2.026 2.098 -2.824  0.686
129 N 3.461 1.598 -2.585  0.743
130 C 3.815 1.982 -1.092  0.101
131 C 5.135 1.270 -0.665  -1.056
132 C 5.105 -0.203 -0.961  -0.092
133 C 4.993 -0.503 -2.424  -0.946
134 C 3.686 0.176 -3.022  -0.361
135 C 4.405 2.503 -3.433  -1.009
136 H -0.533 1.775 -5.245  0.477
137 H -0.049 3.366 -4.702  0.370
138 H -0.553 2.065 -3.580  -0.028
139 H 2.102 2.347 -4.965  0.270
140 H 1.477 0.727 -4.457  0.289
141 H 1.312 1.726 -2.089  -1.241
142 H 1.974 3.146 -2.527  0.164
143 H 2.958 1.565 -0.562  -0.333
144 H 3.714 3.023 -0.786  0.373
145 H 5.276 1.539 0.382  0.570
146 H 5.997 1.690 -1.183  0.315
147 H 4.254 -0.668 -0.464  -0.138
148 H 5.948 -0.651 -0.436  0.442
149 H 4.946 -1.571 -2.634  0.446
150 H 5.853 -0.111 -2.967  0.433
151 H 2.773 -0.398 -2.867  0.247
152 H 3.811 0.183 -4.104  0.260
153 H 5.382 2.046 -3.277  0.553
154 H 4.397 3.544 -3.109  0.247
155 H 4.092 2.429 -4.475  0.404

The following is a DFT calculation (ωB97M-V/def2-TZVPD) of a molecular structure, C43H35N4O2P2RuSTe in a non-equilibrium geometry.

Summary:
LUMO level (spin up / spin down) ... 0.05 / -1.92 eV
Highest occupied orbital energy (spin up / spin down) ... -7.038 / -8.205 eV
2S+1 ... 6
Energy relative to the best compared isomer or geometry (same formula, charge and spin) ... 0.7696 eV

Each line ends with the Mulliken charge.
Element x y z (Å)
1 Ru -0.719 0.309 -0.020  -0.094
2 C -1.605 0.702 -7.925  -1.428
3 C -1.656 1.038 -6.460  1.027
4 C -1.512 0.040 -5.500  -1.075
5 C -1.615 0.326 -4.149  -0.230
6 C -1.865 1.632 -3.758  -0.593
7 C -1.986 2.649 -4.693  -0.222
8 C -1.872 2.350 -6.039  -0.886
9 S -2.213 1.982 -2.053  2.057
10 O -2.693 0.724 -1.466  -0.704
11 O -3.128 3.090 -2.038  -0.757
12 N -0.912 2.310 -1.179  -0.420
13 C 0.397 2.339 -1.554  0.459
14 C 0.912 2.853 -2.757  -0.719
15 C 2.274 2.857 -2.950  -0.531
16 C 3.115 2.374 -1.951  -0.925
17 C 2.534 1.869 -0.809  -0.252
18 N 1.217 1.831 -0.609  0.406
19 H -2.076 -0.263 -8.112  0.370
20 H -0.572 0.640 -8.274  0.286
21 H -2.118 1.459 -8.516  0.373
22 H -1.339 -0.983 -5.814  0.392
23 H -1.518 -0.448 -3.400  0.372
24 H -2.204 3.654 -4.353  0.505
25 H -1.975 3.141 -6.771  0.360
26 H 0.236 3.241 -3.503  0.492
27 H 2.685 3.245 -3.873  0.428
28 H 4.190 2.389 -2.060  0.400
29 H 3.146 1.474 -0.004  0.370
30 Te 1.154 -0.147 4.455  0.427
31 C -0.177 0.555 5.968  0.311
32 C -1.463 0.030 6.027  -0.092
33 C -2.325 0.506 7.003  -0.562
34 N -1.989 1.439 7.891  -0.631
35 C -0.753 1.924 7.831  -0.377
36 C 0.187 1.518 6.895  -0.383
37 C -0.435 -0.135 3.045  -0.929
38 P -0.646 1.448 2.225  2.051
39 C -0.597 2.750 3.507  -0.139
40 C -1.717 3.050 4.279  0.007
41 C -1.653 4.066 5.219  -0.926
42 C -0.480 4.788 5.388  -0.556
43 C 0.638 4.493 4.620  -0.746
44 C 0.578 3.480 3.676  -0.333
45 C -2.389 1.591 1.693  0.462
46 C -2.820 2.860 1.292  -0.298
47 C -4.121 3.050 0.871  -0.668
48 C -5.000 1.975 0.817  -0.561
49 C -4.584 0.715 1.202  -0.600
50 C -3.284 0.518 1.648  0.050
51 P -0.558 -1.514 1.864  0.931
52 C 1.166 -2.028 1.525  1.136
53 C 2.181 -1.078 1.416  -0.160
54 C 3.465 -1.464 1.065  -0.975
55 C 3.741 -2.796 0.800  -0.597
56 C 2.726 -3.740 0.877  -0.736
57 C 1.444 -3.361 1.236  -0.804
58 C -1.113 -2.802 3.066  0.342
59 C -0.263 -3.417 3.985  -0.371
60 C -0.782 -4.260 4.956  -0.763
61 C -2.147 -4.505 5.016  -0.550
62 C -2.995 -3.927 4.085  -0.713
63 C -2.478 -3.082 3.113  -0.174
64 H -1.789 -0.732 5.329  0.489
65 H -3.334 0.115 7.085  0.388
66 H -0.507 2.684 8.565  0.392
67 H 1.176 1.958 6.884  0.384
68 H -2.633 2.488 4.145  0.524
69 H -2.521 4.293 5.825  0.408
70 H -0.438 5.589 6.116  0.415
71 H 1.551 5.060 4.748  0.421
72 H 1.437 3.252 3.057  0.426
73 H -2.129 3.694 1.321  0.344
74 H -4.444 4.033 0.560  0.427
75 H -6.011 2.124 0.460  0.377
76 H -5.266 -0.123 1.155  0.428
77 H -2.984 -0.447 2.029  -0.200
78 H 1.955 -0.030 1.584  0.234
79 H 4.253 -0.726 0.988  0.386
80 H 4.742 -3.098 0.523  0.392
81 H 2.933 -4.778 0.650  0.402
82 H 0.653 -4.098 1.284  0.484
83 H 0.803 -3.257 3.934  0.370
84 H -0.113 -4.726 5.669  0.424
85 H -2.545 -5.157 5.783  0.406
86 H -4.057 -4.134 4.115  0.437
87 H -3.139 -2.638 2.377  0.447
88 N 0.540 -1.746 -2.209  -0.829
89 C 0.118 -1.085 -1.357  0.091

The following is a DFT calculation (ωB97M-V/def2-TZVPD) of 3 unconnected molecules or ions with the total composition C3H12NO2 in a non-equilibrium geometry.

Summary:
LUMO level ... -3.09 eV
Highest occupied orbital energy ... -14.506 eV
Total charge ... +1
Energy relative to the best compared isomer or geometry (same formula, charge and spin) ... 0.9038 eV

Each line ends with the Mulliken charge.
Element x y z (Å)
1 C 0.134 3.175 -0.024  -1.129
2 C -0.456 1.811 0.204  -0.054
3 C -0.539 0.914 -0.753  -0.237
4 N -1.034 -0.452 -0.448  -0.191
5 H -0.389 3.924 0.565  0.345
6 H -0.062 3.386 -1.075  0.328
7 H 1.209 3.244 0.125  0.298
8 H -0.703 1.474 1.200  0.344
9 H -0.053 0.968 -1.706  0.298
10 H -0.668 -0.792 0.447  0.265
11 H -0.587 -1.114 -1.118  0.367
12 H -2.041 -0.559 -0.571  0.372
13 H 0.470 -1.494 2.635  0.309
14 H 0.789 -2.900 2.115  0.333
15 O 0.762 -1.973 1.851  -0.656
16 H 1.417 -2.097 -1.832  0.356
17 H 1.233 -2.439 -0.333  0.342
18 O 0.755 -2.319 -1.167  -0.691